This record from the Open Molecules 2025 dataset describes C5H7N in the gas phase. The level of theory is ωB97M-V with the def2-TZVPD basis set.

Geometry as XYZ:
```
13
Properties=species:S:1:pos:R:3:forces:R:3:mulliken_charge:R:1
C 0.8528 -1.2051 2.2059 0.18 -0.08 0.07 -1.181
C 0.6102 -0.7130 0.8612 0.44 0.16 -0.50 0.382
C 0.5558 -0.3153 -0.2767 0.12 -0.13 0.51 -0.156
C -0.0712 0.0545 -1.5189 -0.26 -0.41 0.19 -0.040
C -1.2072 0.9577 -1.2487 -0.13 0.19 0.11 -0.446
N -0.1562 1.3500 -2.1914 0.13 0.14 0.04 -0.589
H 1.3461 -2.1768 2.1365 -0.01 0.03 0.21 0.284
H -0.0618 -1.3129 2.7974 0.11 0.05 -0.16 0.285
H 1.5204 -0.5068 2.7137 -0.02 -0.13 0.15 0.288
H -0.2525 -0.7569 -2.2202 0.09 0.04 0.20 0.356
H -1.1790 1.5096 -0.3128 -0.15 -0.41 0.00 0.264
H -2.1650 0.5561 -1.5261 -0.40 0.65 -0.72 0.255
H 0.4378 2.0379 -1.7306 -0.12 -0.11 -0.11 0.298
```
Forces are in eV/Å.

Properties
- SMILES string: CC#C[C@H]1CN1
- HOMO: -0.322 Eh
- Energy above the lowest of the compared OMol25 structures with the same formula, charge and spin: 3.328 eV
- Gap between HOMO and LUMO: 9.69 eV

This record from the Open Molecules 2025 dataset describes C5H14N2O in the gas phase. The level of theory is ωB97M-V with the def2-TZVPD basis set.

Geometry as XYZ:
```
22
Properties=species:S:1:pos:R:3:forces:R:3:mulliken_charge:R:1
C -0.8861 2.6342 -0.4567 -0.29 0.29 0.06 -0.746
N -1.3834 1.4751 -1.2074 1.19 -0.10 -0.37 -0.327
C -1.4283 0.2144 -0.4717 0.10 0.58 0.13 -1.260
C -0.1335 -0.5898 -0.2736 -0.01 0.23 0.30 0.553
C -0.4319 -1.7550 0.7329 -0.19 0.62 -0.70 -0.745
O 0.6521 -2.1114 1.5361 0.56 -0.58 0.58 -0.529
N 0.9923 0.2811 -0.0051 0.59 -0.60 0.10 -0.242
C 2.3306 -0.3377 -0.0495 -0.13 1.09 -0.56 -1.008
H -1.7689 3.1820 -0.1330 0.08 0.16 0.46 0.288
H -0.2956 3.3488 -1.0384 -0.20 -0.36 -0.45 0.322
H -0.2282 2.4057 0.3833 -0.30 -0.14 0.16 0.191
H -0.7587 1.3131 -1.9941 -0.16 0.14 0.03 0.280
H -2.1455 -0.3762 -0.9983 -0.47 -0.85 -0.31 0.305
H -1.8799 0.3864 0.5007 -0.04 0.28 0.30 0.492
H 0.1540 -1.0701 -1.2042 -0.13 -0.05 -0.38 0.256
H -1.3685 -1.5500 1.2645 0.24 0.11 0.46 0.409
H -0.6433 -2.6303 0.1270 -0.01 -0.27 0.01 0.278
H 0.8955 -1.4965 2.2397 -0.53 0.17 -0.42 0.315
H 0.9648 0.8517 0.8184 -0.62 0.04 0.33 0.219
H 2.9150 0.2610 -0.7571 0.30 -0.20 0.13 0.327
H 2.3288 -1.3564 -0.4031 -0.17 -0.32 0.07 0.315
H 2.8046 -0.2826 0.9258 0.22 -0.25 0.07 0.310
```
Forces are in eV/Å.

Properties
- SMILES string: CNC[C@H](CO)NC
- HOMO: -0.312 Eh
- Energy above the lowest of the compared OMol25 structures with the same formula, charge and spin: 2.764 eV
- Gap between HOMO and LUMO: 9.25 eV

This record from the Open Molecules 2025 dataset describes 2 unconnected molecules or ions with the total composition C12H16N2O. The level of theory is ωB97M-V with the def2-TZVPD basis set.

Geometry as XYZ:
```
31
Properties=species:S:1:pos:R:3:forces:R:3:mulliken_charge:R:1
C -2.9269 -2.1625 -1.5663 -0.15 0.45 -0.29 -1.201
C -1.5195 0.0091 -1.2350 0.05 0.06 -0.20 1.006
C -1.9971 -1.0864 -1.9874 -0.06 -0.10 0.29 0.609
C -0.6776 0.7639 -2.0788 0.01 0.07 0.11 -0.138
C -1.4096 -0.9573 -3.2804 -0.42 -0.61 0.10 -0.575
C -1.1159 1.5982 0.5097 0.04 0.12 -0.14 -0.645
C -0.2871 2.3148 -0.3503 0.05 0.07 -0.08 -0.593
C -1.7423 0.4410 0.0771 -0.01 -0.04 0.22 -0.330
C -0.0506 1.9073 -1.6726 0.07 -0.07 -0.17 -0.685
N -0.6492 0.1131 -3.3316 0.18 0.17 -0.05 0.059
H -1.2744 1.9660 1.5120 -0.01 -0.05 0.07 0.421
H 0.2010 3.2136 -0.0011 -0.03 0.05 0.07 0.436
H -2.3770 -0.1170 0.7517 -0.06 -0.04 -0.03 0.486
H 0.5987 2.4645 -2.3361 -0.02 0.07 0.09 0.416
H -3.2171 -2.7715 -2.4215 0.06 -0.15 0.18 0.378
H -3.8315 -1.7004 -1.1587 0.03 -0.11 0.04 0.357
H -1.5714 -1.6587 -4.0869 0.22 0.26 -0.20 0.418
H -0.1187 0.4173 -4.1353 -0.01 0.00 -0.01 0.226
H -2.4890 -2.7726 -0.7774 0.04 -0.12 -0.02 0.329
C 1.2549 -0.4844 3.0089 -0.08 -0.23 0.09 0.236
C 1.3719 -1.8526 3.6945 -0.05 0.02 -0.06 -1.186
C 2.5597 -0.0528 2.3679 -0.03 0.05 0.08 0.406
O 3.6371 -0.3384 2.8368 0.04 -0.01 -0.05 -0.605
N 2.4414 0.6999 1.2294 0.01 -0.23 0.29 -0.337
H 0.4485 -0.4945 2.2702 0.05 0.04 -0.08 -0.128
H 0.9911 0.2734 3.7488 -0.01 0.11 -0.03 0.260
H 2.1275 -2.4643 3.2006 -0.01 0.04 0.10 0.319
H 0.4230 -2.3867 3.6406 -0.02 0.04 0.08 0.362
H 3.2964 1.0194 0.8066 -0.12 0.12 -0.12 0.199
H 1.5367 0.9186 0.8580 0.14 0.09 -0.13 0.216
H 1.6393 -1.7500 4.7468 0.09 -0.05 -0.16 0.285
```
Forces are in eV/Å.

Properties
- HOMO (spin up / spin down): -0.440 / -0.440 Eh
- Multiplicity: 2
- <S²>: 0.77
- Energy above the lowest of the compared OMol25 structures with the same formula, charge and spin: 0.000 eV
- Gap between HOMO and LUMO (spin up / spin down): 8.02 / 4.79 eV
- Net charge: +1